# C43H62F2LaN6O5SSbSi4

C43H62F2LaN6O5SSbSi4 as an isolated structure in a non-equilibrium geometry (wB97M-V/def2-TZVPD, the OMol25 dataset).

XYZ file:
```
125
Properties=species:S:1:pos:R:3:forces:R:3:mulliken_charge:R:1
La 12.7447 9.3952 13.0359 0.57 -0.10 -0.68 1.9657
C 11.9097 6.3285 17.0367 -0.60 -0.48 0.01 -0.3904
Sb 11.9171 7.2851 18.9792 -0.29 0.20 0.01 -0.0752
C 10.8644 9.0368 18.3293 -1.08 -0.71 0.16 -0.7662
C 9.4770 8.5521 18.1982 1.95 -0.26 -0.03 1.2971
C 8.3579 9.3207 17.9030 -1.45 0.74 0.25 -0.3322
C 7.1142 8.7864 17.7895 -1.06 0.13 -0.46 -0.7058
C 6.9294 7.4133 17.9205 -2.41 0.18 -1.02 -0.6136
C 8.0282 6.6687 18.1014 2.50 -0.05 1.50 -0.6632
N 9.2435 7.2305 18.3117 0.00 -1.32 -0.25 -0.4495
Si 11.0714 10.7983 18.7804 -0.07 -0.53 0.24 -0.1525
C 12.6010 11.3105 19.7621 1.45 -0.32 -1.80 -0.5374
C 11.1149 11.8678 17.2845 -0.06 1.31 -0.44 0.1201
C 9.7018 11.3149 19.9855 -0.96 0.86 0.77 -1.3320
C 14.1400 7.8859 19.2589 0.93 0.89 -0.43 1.6349
C 14.7078 9.1642 18.5668 0.82 -0.39 2.86 -1.5041
C 15.7087 9.8998 19.2981 0.02 1.22 -0.32 0.0194
C 16.2726 11.0842 18.8126 -2.03 -2.07 -1.88 -1.4365
C 15.8278 11.4585 17.5276 0.69 0.32 1.45 -1.0151
C 14.9006 10.7047 16.9051 -0.43 -0.43 -0.76 -0.8305
N 14.3522 9.5937 17.3894 -0.84 -0.47 -0.87 0.3841
Si 15.2151 6.5235 18.3259 -0.47 0.63 0.84 1.0675
C 15.2079 6.5991 16.4989 -1.22 -1.00 -1.35 -0.5734
C 17.0566 6.7364 18.6628 0.80 -1.01 0.88 -1.4339
C 14.7604 4.7555 18.7203 -1.01 0.23 -0.51 -1.0693
Si 14.4015 7.9367 21.2267 -1.05 -1.20 0.41 1.1950
C 16.1700 8.0144 21.9227 0.83 2.02 -0.91 -1.3741
C 13.4286 9.1144 22.4507 -0.85 0.13 -2.29 -1.4629
C 13.8637 6.2040 21.9147 0.61 -0.04 -1.71 -1.1029
H 12.3638 5.3469 16.9845 0.32 -0.16 0.16 0.5037
H 12.3565 6.9464 16.2908 0.25 0.46 -0.47 -0.4992
H 10.8567 6.1666 16.7619 0.26 0.32 0.33 0.2304
H 8.3512 10.3647 17.8987 0.68 1.60 -0.33 0.5531
H 6.2190 9.3988 17.5210 0.95 -0.27 0.45 0.2683
H 5.9184 7.0066 17.7667 0.61 -0.08 0.17 0.3276
H 8.0340 5.5996 18.2773 -0.26 -0.15 -0.28 0.4076
H 12.4771 12.2804 20.1700 -0.58 1.02 0.79 0.7332
H 13.5060 11.4912 19.1159 -0.85 -0.50 0.31 0.1225
H 12.9134 10.6243 20.5223 0.01 -0.32 0.48 -0.5366
H 12.0416 11.7396 16.7443 0.45 -0.37 -0.20 -0.1628
H 11.1166 12.9562 17.5049 -0.33 -0.40 0.05 0.5175
H 10.3164 11.6440 16.5783 -0.15 0.07 0.02 -0.7032
H 9.1692 10.4605 20.4423 0.19 0.27 -0.35 0.3531
H 8.9469 12.1361 19.8237 0.57 -0.89 -0.51 0.3038
H 10.2933 11.7594 20.7830 0.11 -0.05 0.48 0.6024
H 15.9849 9.6564 20.3079 0.00 -0.45 -0.08 -0.0171
H 17.0148 11.6201 19.3157 0.89 0.74 0.89 0.5811
H 16.1271 12.3470 17.0413 0.58 0.80 -0.36 0.5820
H 14.5718 10.9747 15.9193 -0.16 0.25 -0.39 0.2076
H 14.2519 6.6032 15.9118 0.77 -0.42 0.80 -0.1333
H 15.7409 7.3788 16.0271 0.95 1.15 -0.16 0.1913
H 15.7841 5.6728 16.2641 -0.47 0.38 -0.15 0.3821
H 17.2685 7.7902 18.7919 0.22 0.28 0.23 0.3783
H 17.6394 6.4241 17.7766 -0.32 0.01 0.30 0.4182
H 17.4645 6.1442 19.5524 -0.56 0.85 -1.03 0.2199
H 13.7721 4.5037 18.2188 1.33 0.02 0.74 0.1495
H 14.7355 4.5667 19.7852 -0.18 -0.25 0.16 0.3412
H 15.5997 4.2178 18.2799 -0.17 -0.42 -0.10 0.3493
H 16.5682 9.0869 22.0708 -0.55 -1.50 -0.36 0.3520
H 16.8767 7.4758 21.2800 -0.05 0.18 0.12 0.2671
H 16.2217 7.5935 22.8965 -0.22 -0.65 0.95 0.5116
H 13.5032 8.6918 23.4379 0.32 0.09 0.46 0.4457
H 12.3487 9.1705 22.1876 0.45 -0.45 0.13 0.2762
H 13.7060 10.1625 22.3401 0.51 -0.02 0.58 0.4023
H 14.7008 5.5330 21.6372 -0.18 0.16 0.50 0.2219
H 12.9930 5.7469 21.4079 0.17 0.49 0.55 0.1895
H 13.7687 6.2635 22.9884 -0.14 -0.16 0.34 0.4318
F 10.3237 11.0750 8.0439 -0.68 0.08 -0.50 -0.3698
C 11.4465 11.2790 8.7518 0.28 -0.07 0.51 0.1304
C 11.4572 10.9278 10.0930 0.50 -0.33 -0.36 0.2650
C 12.6487 11.0717 10.8404 -0.44 -0.49 -0.10 -0.0880
C 13.7691 11.5449 10.1378 0.39 0.05 0.69 -0.2073
C 13.7026 11.8600 8.7906 0.88 0.97 0.88 0.6611
F 14.8391 12.4412 8.2502 -0.73 -0.37 -0.38 -0.3605
C 12.5359 11.8133 8.0760 -0.05 -0.14 -0.50 -0.9500
C 15.0221 11.7976 10.9337 -1.90 1.14 1.85 0.1434
C 16.2696 11.3781 10.5656 -0.10 -0.13 -0.86 -0.5662
C 17.3430 11.5439 11.3895 1.41 0.67 0.91 -0.5975
C 17.1908 12.2049 12.6133 -0.53 -0.33 -1.34 -0.7303
C 15.9373 12.6854 12.8427 -1.97 -0.27 0.13 -0.4015
N 14.8180 12.4727 12.1228 1.38 -0.92 -2.08 -0.3451
H 10.5747 10.4270 10.5263 0.35 0.43 -0.28 0.3855
H 12.4897 12.1720 7.0494 -0.10 -0.23 0.22 0.4515
H 16.3021 10.9662 9.5800 0.58 -0.47 -0.33 0.4867
H 18.3580 11.2818 11.1116 -0.21 -0.46 -0.18 0.3155
H 17.9471 12.3182 13.3538 0.57 0.07 0.12 0.4598
H 15.6676 13.2288 13.7010 0.29 0.70 1.39 0.5124
O 12.9080 11.8131 14.0656 -0.83 0.08 0.57 -0.7228
H 11.9832 12.1032 14.1413 -0.06 -0.34 0.64 0.0393
H 13.1340 12.2568 13.2500 1.16 0.48 -1.10 0.4749
O 12.2999 9.3297 15.4332 0.20 -0.06 1.31 3.8400
H 11.5454 9.1381 16.0463 0.35 0.14 -0.12 -0.9660
H 13.0691 9.4371 16.0777 -0.68 -0.43 -0.25 -0.2888
O 13.1250 6.8168 13.2609 -0.28 -0.23 0.52 -0.4040
N 13.5280 6.5741 12.0953 -0.04 1.66 -0.30 0.8702
O 13.9680 5.5065 11.7720 0.02 -0.25 -0.37 -0.6801
O 13.4519 7.5879 11.2856 0.32 -0.96 0.27 -0.5394
S 18.0519 9.3882 14.1842 0.39 -0.22 0.26 -0.4733
C 16.4539 9.3119 13.9109 -0.73 0.22 -0.30 0.2175
N 15.3012 9.3150 13.6824 0.22 -0.04 0.17 -1.0498
C 7.6621 7.8921 11.9116 0.96 -0.57 -0.12 -1.2509
Si 9.4822 7.6931 12.4083 0.81 0.13 -0.11 0.5951
C 9.4392 6.3870 13.8201 -0.42 -0.12 -0.47 -0.9551
C 10.3506 6.8193 10.9041 0.33 -0.39 1.43 -1.3096
N 10.3271 9.1804 12.8196 -0.92 -0.90 -0.62 -0.4498
C 9.6363 10.2309 13.4099 0.57 -1.39 0.22 0.4628
C 8.6677 10.0019 14.4014 0.29 -0.42 -0.68 -0.1228
C 8.0813 11.0506 15.0169 -1.95 1.15 1.36 -0.7820
C 8.5027 12.3491 14.7718 0.57 -0.46 -1.03 -1.0946
C 9.5040 12.5712 13.8282 -0.51 1.99 1.17 -0.2636
C 10.0147 11.5434 13.1093 0.35 -0.88 -0.30 -1.1221
H 7.4506 6.8265 11.7706 -0.50 0.05 -0.15 0.3147
H 7.5068 8.4198 10.9783 0.01 0.11 -0.19 0.3078
H 7.0234 8.2906 12.6754 -0.33 0.17 0.42 0.3446
H 9.1008 5.3844 13.4516 0.26 0.75 0.21 0.4299
H 8.7619 6.6883 14.6228 -0.20 0.04 -0.03 0.2483
H 10.3974 6.2636 14.3129 0.39 -0.07 -0.13 0.0279
H 11.3683 7.1245 10.6047 -0.69 0.25 0.00 0.2096
H 9.6895 6.6983 10.0702 -0.36 0.44 -0.76 0.4710
H 10.4733 5.7814 11.2406 0.12 -0.03 0.13 0.3840
H 8.3523 9.0056 14.6553 0.12 -0.32 0.01 0.4216
H 7.2196 10.8691 15.7097 0.98 0.20 -0.55 0.1887
H 8.0496 13.2181 15.1448 -0.69 0.78 1.04 0.4229
H 9.8618 13.6258 13.7754 -0.22 -0.89 -0.54 0.3355
H 10.7168 11.6523 12.3096 0.38 0.37 -0.25 1.0408
```
Positions in Å, forces in eV/Å.

Output
Energy above the lowest of the compared OMol25 structures with the same formula, charge and spin = 42.4 kcal/mol
Orbital gap = 5.8791 eV
Net charge = -2
Maximum force = 3.5 eV/Å
Total energy = -4408.3630 Ha